# 1
Molecular formula: C24H37BrF3N5O4PdSSi
Method: DFT, wB97M-V/def2-TZVPD

Each line ends with the Löwdin charge.
Cartesian coordinates (Å):
Pd -0.399 -0.004 -0.495  0.676
F 0.391 -4.248 0.678  0.101
C -0.825 -3.958 1.168  -0.635
F -1.279 -5.043 1.784  0.136
F -1.628 -3.730 0.112  0.094
S -0.768 -2.471 2.310  0.483
O 0.629 -2.096 2.246  -0.347
O -1.228 -2.987 3.568  -0.284
O -1.651 -1.516 1.655  -0.361
C -1.764 3.138 0.171  -0.202
Si -0.140 2.180 0.244  0.668
C 1.026 3.151 -0.948  -0.636
C 2.507 2.797 -0.771  -0.090
C 0.883 4.665 -0.724  -0.102
C 0.590 2.880 -2.390  -0.110
C 0.382 2.217 2.087  -0.631
C 0.767 3.643 2.498  -0.100
C -0.828 1.771 2.924  -0.099
C 1.549 1.284 2.426  -0.094
H -1.628 4.137 0.590  0.033
H -2.535 2.642 0.758  -0.007
H -2.130 3.244 -0.852  0.031
H 2.864 3.060 0.226  0.069
H 3.112 3.358 -1.492  0.087
H 2.705 1.739 -0.926  0.051
H 1.193 4.969 0.274  0.060
H -0.140 5.007 -0.882  0.071
H 1.519 5.197 -1.441  0.086
H 0.671 1.830 -2.649  0.034
H 1.212 3.458 -3.083  0.087
H -0.450 3.172 -2.554  0.074
H 0.001 4.378 2.244  0.073
H 1.706 3.957 2.040  0.067
H 0.907 3.678 3.584  0.088
H -1.641 2.499 2.885  0.072
H -0.528 1.672 3.973  0.092
H -1.206 0.801 2.596  0.056
H 2.402 1.407 1.756  0.069
H 1.225 0.246 2.410  0.044
H 1.898 1.491 3.444  0.093
Br 0.858 -5.603 -3.443  0.769
C -0.156 -4.014 -3.397  -0.668
C -1.031 -3.701 -4.421  -0.104
C -1.739 -2.514 -4.332  -0.050
C -1.540 -1.697 -3.229  -0.141
N -0.699 -2.011 -2.247  0.037
C -0.018 -3.150 -2.324  -0.199
H -1.151 -4.367 -5.265  0.108
H -2.433 -2.222 -5.108  0.108
H -2.065 -0.756 -3.120  0.090
H 0.663 -3.379 -1.514  0.096
N 3.611 -2.645 2.179  0.203
C 4.281 -2.420 1.030  -0.497
O 5.440 -2.740 0.840  0.055
C 3.499 -1.744 -0.066  -0.088
C 3.938 -1.849 -1.373  0.023
C 3.194 -1.250 -2.375  -0.027
C 2.031 -0.585 -2.039  -0.154
N 1.604 -0.463 -0.772  -0.052
C 2.350 -1.013 0.193  -0.071
H 4.111 -3.146 2.895  0.120
H 2.606 -2.549 2.268  0.067
H 4.849 -2.397 -1.578  0.129
H 3.492 -1.304 -3.412  0.114
H 1.413 -0.140 -2.800  0.096
H 1.997 -0.870 1.194  0.056
C -4.537 -1.777 0.873  -0.015
N -4.225 -0.351 0.757  -0.166
C -4.930 0.586 1.624  -0.008
C -3.264 0.036 -0.019  -0.252
N -2.391 0.339 -0.728  0.074
H -4.417 -2.079 1.912  0.099
H -3.832 -2.344 0.274  0.083
H -5.560 -1.959 0.540  0.094
H -4.844 0.247 2.656  0.100
H -5.983 0.638 1.344  0.093
H -4.486 1.574 1.538  0.084

Orbital gap: 8.527 eV
2S+1: 1
LUMO level: 0.1 eV



# 2
Molecular formula: C24H37CaF3N4O4S
Method: DFT, wB97M-V/def2-TZVPD

Each line ends with the Löwdin charge.
Cartesian coordinates (Å):
Ca -0.346 -0.150 -0.139  1.300
C -3.103 -1.741 0.129  -0.028
O -2.224 -0.920 0.925  -0.341
C -1.882 -1.467 2.209  -0.143
C -0.779 -2.497 2.083  -0.135
O 0.257 -1.925 1.266  -0.299
C 1.142 -2.874 0.643  -0.151
C 0.479 -3.493 -0.551  -0.192
O 0.026 -2.419 -1.367  -0.308
C -0.460 -2.886 -2.640  -0.066
H -4.070 -1.833 0.621  0.109
H -3.233 -1.236 -0.826  0.103
H -2.667 -2.728 -0.033  0.093
H -1.562 -0.623 2.821  0.125
H -2.757 -1.920 2.676  0.147
H -0.379 -2.733 3.072  0.145
H -1.136 -3.420 1.624  0.127
H 2.010 -2.296 0.320  0.127
H 1.487 -3.616 1.365  0.147
H 1.203 -4.116 -1.085  0.146
H -0.365 -4.135 -0.279  0.132
H 0.347 -3.382 -3.179  0.102
H -1.283 -3.586 -2.482  0.101
H -0.806 -2.014 -3.185  0.036
O -0.295 1.659 1.191  -0.245
C -0.121 2.112 2.535  -0.143
C 0.693 1.080 3.278  -0.278
C 0.501 0.892 4.640  -0.007
C 1.286 -0.037 5.302  -0.032
C 2.222 -0.758 4.578  -0.041
C 2.322 -0.519 3.219  -0.133
N 1.582 0.384 2.567  0.101
H -0.975 2.152 0.691  0.063
H -1.091 2.246 3.015  0.133
H 0.391 3.076 2.532  0.133
H -0.248 1.468 5.170  0.127
H 1.166 -0.198 6.366  0.123
H 2.864 -1.489 5.052  0.116
H 3.035 -1.080 2.622  0.107
F -2.335 1.057 -5.182  0.140
C -2.238 2.294 -4.681  -0.609
F -3.065 3.077 -5.391  0.142
F -0.987 2.741 -4.906  0.123
C -2.582 2.351 -3.206  -0.115
C -3.650 3.123 -2.799  0.024
C -3.983 3.206 -1.451  -0.036
C -3.192 2.514 -0.569  -0.134
N -2.133 1.772 -0.940  -0.050
C -1.823 1.652 -2.251  -0.645
S -0.492 0.581 -2.665  0.603
H -4.230 3.657 -3.539  0.133
H -4.820 3.794 -1.105  0.116
H -3.407 2.538 0.495  0.116
C 3.731 2.896 -2.573  -0.040
C 2.374 2.233 -2.240  -0.169
N 2.407 1.616 -0.909  -0.156
C 2.661 2.644 0.105  -0.138
C 4.004 3.365 -0.158  -0.043
N 4.626 2.716 -1.369  -0.089
C 4.859 1.249 -1.110  -0.045
C 3.470 0.612 -0.853  -0.133
H 3.661 3.967 -2.752  0.139
H 4.246 2.430 -3.411  0.138
H 2.120 1.479 -2.979  0.084
H 1.571 2.967 -2.261  0.125
H 2.662 2.168 1.082  0.103
H 1.844 3.364 0.076  0.129
H 4.721 3.260 0.654  0.137
H 3.892 4.420 -0.398  0.138
H 5.522 3.162 -1.557  0.191
H 5.530 1.187 -0.256  0.137
H 5.363 0.852 -1.987  0.138
H 3.458 0.145 0.132  0.112
H 3.270 -0.151 -1.605  0.131

Orbital gap: 7.850 eV
2S+1: 1
Net charge: +2
LUMO level: -4.6 eV



# 3
Molecular formula: C24H37Cl6CsFIKLiN4O14P3
Method: DFT, wB97M-V/def2-TZVPD

Each line ends with the Löwdin charge.
Cartesian coordinates (Å):
C -7.602 -2.443 -2.154  -0.106
C -6.295 -1.972 -1.600  -0.718
Cl -6.412 -0.572 -0.614  0.879
C -5.124 -2.582 -1.820  -0.637
Cl -5.218 -4.030 -2.794  0.837
C -3.767 -2.123 -1.297  -0.383
P -3.475 -0.262 -1.748  0.978
C -4.122 0.118 -3.442  -0.213
O -1.849 -0.013 -1.909  -0.432
C -3.819 -2.202 0.283  -0.250
P -3.259 -0.729 1.215  0.417
O -4.183 0.422 1.256  -0.356
O -3.105 -1.202 2.704  -0.051
O -1.800 -0.241 0.797  -0.275
O -3.120 -3.326 0.796  -0.046
C -1.760 -3.322 0.540  -0.318
O -1.270 -4.599 1.033  -0.077
C -2.178 -5.344 1.598  -0.386
N -2.911 -6.191 1.857  0.206
C -1.405 -3.149 -0.970  -0.277
P -0.286 -4.677 -1.321  0.695
O 0.301 -4.372 -2.812  -0.375
I -1.830 -6.572 -1.599  0.655
N -2.657 -3.052 -1.821  -0.015
C -2.417 -2.947 -3.290  -0.368
C -1.166 -2.204 -3.781  -0.246
F -2.333 -4.218 -3.792  -0.046
H -7.761 -3.496 -1.949  0.080
H -8.414 -1.856 -1.752  0.079
H -7.528 -2.360 -3.236  0.087
H -3.309 0.334 -4.141  -0.002
H -4.817 -0.646 -3.782  0.044
H -4.704 1.023 -3.308  0.053
H -1.677 0.905 -2.154  0.050
H -4.831 -2.392 0.615  0.144
H -3.849 -0.839 3.216  0.132
H -1.504 0.526 1.328  -0.008
H -1.216 -2.602 1.148  0.154
H -0.785 -2.256 -1.020  0.089
H 0.466 -5.191 -3.295  0.061
H -3.074 -3.995 -1.688  0.068
H -3.298 -2.543 -3.810  0.120
H -0.567 -2.869 -4.437  0.086
H -1.480 -1.334 -4.453  -0.324
H -0.501 -1.789 -3.034  0.051
C 1.274 0.836 0.785  -1.386
Cl 0.451 0.252 -0.694  0.590
Cl 0.251 2.155 1.441  0.593
Cl 1.411 -0.480 1.940  0.585
H 2.278 1.240 0.595  0.011
C 3.170 4.088 2.315  -0.101
C 4.183 2.969 2.565  -0.659
C 5.528 3.390 1.963  -0.255
O 3.762 1.838 1.932  -0.311
H 3.037 4.254 1.243  0.075
H 2.215 3.796 2.748  0.037
H 3.453 5.055 2.761  0.067
H 4.339 2.930 3.672  0.125
H 5.458 3.565 0.882  0.084
H 6.289 2.631 2.131  -0.022
H 5.887 4.333 2.426  0.034
C 0.993 3.475 -4.141  -0.256
O 0.970 3.557 -2.713  -0.164
H 1.765 4.154 -4.502  0.073
H 1.217 2.402 -4.447  -0.137
H 0.021 3.789 -4.555  0.062
H 0.292 2.946 -2.417  0.014
Cs -1.588 -0.948 -6.135  1.323
Cl 1.458 0.559 -3.884  -0.269
N -6.675 1.788 2.791  -0.643
O -6.911 1.129 3.821  -0.078
O -5.607 2.432 2.690  -0.133
O -7.490 1.788 1.840  -0.102
Li -2.832 1.887 0.720  0.725
C -6.152 6.336 3.667  -0.066
C -5.637 5.607 2.520  -0.286
N -5.244 5.009 1.625  0.128
H -5.522 6.150 4.534  0.083
H -6.162 7.403 3.454  0.078
H -7.165 6.005 3.887  0.086
K 7.870 3.644 1.742  0.996
C 11.689 -1.698 3.658  0.034
C 10.777 -0.731 3.628  0.023
C 10.796 0.308 2.574  -0.378
O 9.960 1.193 2.552  0.053
C 11.864 0.234 1.550  0.018
C 12.778 -0.731 1.576  0.034
C 12.763 -1.777 2.633  -0.377
O 13.591 -2.656 2.657  0.130
H 11.694 -2.468 4.419  0.128
H 9.986 -0.657 4.364  0.125
H 11.857 1.004 0.789  0.120
H 13.567 -0.803 0.839  0.127

Orbital gap: 4.676 eV
2S+1: 1
Net charge: +1
LUMO level: -3.4 eV



no.,highest occupied orbital energy (eV)
1,-8.47
2,-12.48
3,-8.06